(1)
A cluster of 6 separate species, C3H16O5 in total in a non-equilibrium geometry, computed with the ωB97M-V functional and the def2-TZVPD basis.

Structure (XYZ):
```
24
Properties=species:S:1:pos:R:3
C -1.14 2.08 -1.35
C -0.70 0.66 -1.40
C 0.56 0.44 -1.20
H -0.30 2.62 -1.58
H -1.99 2.41 -2.00
H -1.29 2.31 -0.30
H -1.41 -0.22 -1.43
H 0.96 -0.47 -1.44
H 1.36 1.11 -1.00
H 2.64 -0.19 -0.63
H 3.86 0.57 -0.59
O 3.29 0.00 -0.05
H -3.31 -0.25 0.21
H -2.16 -0.45 1.18
O -2.98 -0.81 0.92
H -0.71 -3.12 0.33
H -1.93 -2.08 -0.08
O -1.17 -2.58 -0.39
H 1.00 1.12 1.04
H 2.20 1.87 1.70
O 1.31 1.80 1.63
H 1.37 -2.42 2.18
H -0.03 -2.57 2.16
O 0.57 -1.80 2.07
```

- SMILES string = C=CC.O.O.O.O.O
- total energy (a.u.) = -500.0006
- Kohn-Sham gap (eV) = 10.244
- HOMO level (eV) = -9.87
- LUMO level (eV) = 0.373

---

(2)
A cluster of 5 separate species, C3H17Br2N3O3 in total in a non-equilibrium geometry, computed with the ωB97M-V functional and the def2-TZVPD basis.

Structure (XYZ):
```
28
Properties=species:S:1:pos:R:3
N 0.18 -1.05 3.41
H 0.95 -0.71 3.99
H -0.59 -1.19 4.06
H 0.38 -1.85 2.81
H -0.16 -0.24 2.80
N 3.81 0.54 0.80
H 2.77 0.40 0.68
H 4.22 0.39 1.73
H 3.93 1.55 0.68
H 4.28 0.01 0.07
N -2.70 2.36 0.77
H -2.32 3.27 1.01
H -3.72 2.28 0.84
H -2.22 1.67 1.40
H -2.39 2.11 -0.17
O -0.70 0.95 -0.54
C 0.01 0.68 0.61
O 1.16 0.21 0.47
O -0.61 0.90 1.69
H 0.02 0.82 -1.19
Br 0.94 -0.18 -3.83
C -0.32 -1.67 -3.84
C -1.22 -1.61 -2.65
Br -2.69 -2.89 -2.74
H 0.25 -2.59 -3.87
H -0.85 -1.64 -4.79
H -1.70 -0.65 -2.46
H -0.70 -1.88 -1.74
```

- total energy (a.u.) = -5662.0166
- Kohn-Sham gap (eV) = 8.438
- HOMO level (eV) = -14.63
- LUMO level (eV) = -6.194
- total charge = +2

---

(3)
A cluster of 4 separate species, C3H17N2O3 in total in a non-equilibrium geometry, computed with the ωB97M-V functional and the def2-TZVPD basis.

Structure (XYZ):
```
25
Properties=species:S:1:pos:R:3
N -1.14 1.97 0.48
C -2.02 0.92 -0.07
C -1.16 -0.05 -0.91
N 0.15 0.61 -1.13
C 1.26 -0.19 -0.60
H -0.31 2.04 -0.13
H -1.66 2.82 0.68
H -0.75 1.68 1.37
H -2.61 0.37 0.66
H -2.76 1.46 -0.66
H -0.99 -0.95 -0.33
H -1.64 -0.27 -1.86
H 0.21 0.86 -2.11
H 1.07 -0.28 0.46
H 2.21 0.30 -0.78
H 1.38 -1.20 -1.02
H 3.84 -1.95 2.72
H 3.16 -2.38 4.01
O 2.99 -2.08 3.12
H -1.43 -1.51 -3.81
H -1.97 -0.82 -4.96
O -1.34 -0.65 -4.25
H 0.54 -0.18 3.53
H 1.86 -0.59 2.79
O 1.11 0.07 2.81
```

- total energy (a.u.) = -459.4845
- Kohn-Sham gap (eV) = 10.516
- HOMO level (eV) = -13.29
- LUMO level (eV) = -2.773
- total charge = +1